An isolated molecule of C3H8N2O in a non-equilibrium geometry, computed with ωB97M-V with the def2-TZVPD basis set.

* total charge: 0
* HOMO level: -9.3477 eV
* SMILES: C[C@H]1OC1(N)N
* Kohn-Sham gap: 10.389 eV
* molecular weight: 88.11 g/mol
* E_tot: -303.82909 Ha
* relative energy (zero: lowest compared OMol25 entry of this formula, charge and spin): 165.5 kJ/mol
* spin multiplicity: 1

Atoms and positions in Å:
C 1.036 -1.467 -0.670
C -0.161 -0.563 -0.750
O -1.210 -0.743 0.281
C -0.523 0.466 0.234
N -1.282 1.576 -0.249
N 0.423 0.791 1.261
H 1.262 -1.735 0.362
H 0.834 -2.387 -1.221
H 1.898 -0.976 -1.116
H -0.552 -0.408 -1.753
H -0.664 2.344 -0.495
H -1.939 1.891 0.458
H -0.042 1.231 2.055
H 0.920 -0.020 1.603

Charges in e, computed with Löwdin, in the same order as the atoms: C -0.043; C -0.230; O 0.020; C -0.663; N 0.110; N 0.114; H 0.074; H 0.079; H 0.083; H 0.137; H 0.087; H 0.081; H 0.083; H 0.067